# 1
{"formula": "C24H25N2O", "method": "ωB97M-V/def2-TZVPD", "charge": 1, "spin_multiplicity": 1, "de_lowest_kcal_mol": 73.9, "energy_ev": -30312.1428, "homo_lumo_gap_ev": 6.18, "elements": ["C", "C", "C", "N", "N", "C", "C", "H", "H", "H", "H", "H", "H", "H", "H", "H", "H", "C", "C", "C", "C", "O", "C", "C", "C", "C", "C", "C", "C", "C", "C", "C", "C", "C", "C", "C", "C", "H", "H", "H", "H", "H", "H", "H", "H", "H", "H", "H", "H", "H", "H", "H"], "positions_angstrom": [[1.944767, 3.909113, 2.074851], [0.824608, 4.957019, 1.930996], [-0.480365, 4.198472, 2.159040], [-0.158227, 2.783571, 1.783760], [-0.947763, 1.859113, 2.439351], [-2.211824, 2.071187, 2.542233], [1.271644, 2.541221, 2.114333], [2.662682, 3.953326, 1.252479], [2.491738, 4.058707, 3.010998], [0.930782, 5.770664, 2.656976], [0.829453, 5.396465, 0.927327], [-0.780413, 4.277627, 3.220218], [-1.322910, 4.559898, 1.558176], [-2.842790, 1.201403, 2.749440], [-2.671444, 3.072415, 2.487695], [1.671978, 1.820288, 1.396595], [1.351481, 2.082124, 3.113309], [1.944142, -6.535402, 0.391708], [1.439760, -6.187337, -0.866145], [1.826610, -4.992487, -1.473477], [2.713775, -4.155613, -0.791106], [2.997869, -2.884898, -1.318622], [2.031238, -1.905609, -1.108674], [1.796295, -1.400291, 0.179857], [0.777401, -0.482907, 0.370255], [-0.025816, -0.022376, -0.710247], [-1.022118, 0.983655, -0.518128], [-2.212913, 1.020168, -1.306642], [-2.981373, 2.218885, -1.398310], [-4.045378, 2.320335, -2.288803], [-4.426776, 1.219736, -3.074667], [-3.765302, -0.007518, -2.918702], [-2.697949, -0.119243, -2.034370], [0.249611, -0.574790, -2.000509], [1.274539, -1.477614, -2.206121], [3.263986, -4.503538, 0.442376], [2.849382, -5.691905, 1.043604], [1.631198, -7.469280, 0.864163], [0.738187, -6.841271, -1.386800], [1.438988, -4.680442, -2.444538], [2.413390, -1.744390, 1.011015], [0.554938, -0.114403, 1.374758], [-0.865173, 1.771483, 0.187773], [-2.686966, 3.064427, -0.770493], [-4.588699, 3.263258, -2.379057], [-5.242891, 1.313215, -3.791528], [-4.080451, -0.881399, -3.493086], [-2.207242, -1.086025, -1.899469], [-0.352240, -0.265486, -2.856161], [1.483507, -1.889238, -3.194294], [3.969085, -3.822740, 0.919434], [3.243990, -5.951573, 2.027229]], "forces_ev_per_angstrom": [[0.379, -0.030, 0.131], [-0.139, 0.205, -0.338], [0.229, -0.047, -0.131], [-0.067, 1.132, 2.093], [-1.268, -0.988, -1.539], [0.615, 0.098, 0.470], [-0.277, -0.207, 0.209], [-0.080, 0.187, 0.151], [0.016, 0.033, -0.260], [-0.020, -0.150, -0.251], [0.068, -0.037, 0.203], [0.073, -0.337, -0.283], [0.266, 0.048, 0.045], [0.254, 0.428, 0.460], [0.085, -0.517, -0.416], [0.095, 0.229, 0.042], [-0.119, 0.170, -0.305], [0.006, 0.111, -0.043], [0.167, 0.015, -0.001], [0.217, 0.277, 0.364], [-0.456, -0.160, 0.529], [-0.483, 0.992, -0.238], [0.324, -1.076, 0.009], [-0.223, 0.030, -0.067], [0.288, 0.378, 0.195], [0.354, -0.334, -0.075], [-0.655, -1.320, -1.459], [-0.655, -0.156, -0.422], [0.208, -0.178, -0.022], [0.047, 0.020, 0.105], [0.459, 0.010, 0.371], [0.148, 0.014, 0.179], [0.251, 0.303, -0.105], [-0.263, 0.130, -0.102], [-0.028, 0.040, 0.195], [-0.378, 0.062, -0.284], [0.095, -0.112, -0.152], [0.100, 0.341, -0.157], [0.230, 0.140, 0.215], [0.076, -0.149, 0.281], [-0.288, 0.047, -0.242], [0.084, -0.086, -0.303], [0.212, 0.301, 0.552], [-0.110, -0.168, -0.307], [0.191, -0.324, 0.052], [0.196, -0.017, 0.243], [0.053, 0.306, 0.241], [-0.254, 0.334, -0.001], [0.328, 0.084, 0.246], [-0.043, 0.163, 0.314], [-0.183, -0.223, -0.075], [-0.126, -0.013, -0.319]]}

# 2
{"formula": "C4H4O2", "method": "ωB97M-V/def2-TZVPD", "spin_multiplicity": 1, "de_lowest_kcal_mol": 105.6, "energy_ev": -8302.4986, "homo_lumo_gap_ev": [7.77, 7.40], "elements": ["O", "C", "O", "C", "C", "C", "H", "H", "H", "H"], "positions_angstrom": [[-2.235332, 0.795444, -0.183790], [-1.722523, -0.452272, -0.212868], [-0.470118, -0.617656, -0.012112], [0.454120, 0.326812, 0.117091], [1.776745, -0.090068, 0.320051], [2.936343, -0.398814, 0.495231], [-2.341164, -1.338790, -0.191538], [-2.477347, 1.094366, -1.073288], [0.124368, 1.354520, 0.089907], [3.954905, -0.673538, 0.651312]], "forces_ev_per_angstrom": [[-0.056, 0.190, -0.131], [-1.043, -0.127, -0.262], [0.861, -0.541, 0.187], [0.366, 0.319, 0.071], [0.197, 0.009, 0.027], [-0.370, 0.090, -0.058], [0.081, 0.144, 0.031], [0.008, -0.023, 0.151], [0.118, -0.095, 0.008], [-0.162, 0.034, -0.024]]}

# 3
{"formula": "C38H46BrIrNO2", "method": "ωB97M-V/def2-TZVPD", "charge": 1, "spin_multiplicity": 5, "s_squared": 6.053, "energy_ev": -118611.0105, "homo_lumo_gap_ev": [7.39, 5.06], "elements": ["Ir", "C", "C", "C", "C", "C", "C", "C", "N", "C", "C", "C", "C", "C", "C", "O", "C", "C", "C", "C", "C", "C", "C", "C", "C", "O", "C", "C", "C", "C", "C", "C", "H", "H", "H", "H", "H", "H", "H", "H", "H", "H", "H", "H", "H", "H", "H", "H", "H", "H", "H", "H", "H", "H", "H", "H", "H", "H", "H", "H", "H", "H", "H", "H", "H", "H", "H", "H", "H", "H", "H", "H", "Br", "C", "C", "C", "C", "C", "C", "C", "C", "C", "C", "H", "H", "H", "H", "H", "H"], "positions_angstrom": [[1.585240, -1.182787, 0.060212], [-1.921160, 4.968813, -1.417388], [-0.991160, 5.016013, -0.197788], [-0.275260, 6.368113, -0.189388], [-1.843960, 4.902113, 1.077512], [-0.016260, 3.851713, -0.215588], [-0.513860, 2.560813, -0.322088], [0.317040, 1.458813, -0.148588], [-0.000860, 0.135013, -0.085788], [-1.224460, -0.448587, -0.074988], [-2.464460, 0.155213, 0.090112], [-3.637460, -0.575887, 0.000712], [-3.541360, -1.959387, -0.191388], [-2.342860, -2.651787, -0.212988], [-1.145060, -1.893087, -0.163988], [0.047640, -2.408687, -0.164088], [-2.292160, -4.173387, -0.205688], [-1.309160, -4.690587, -1.268688], [-3.662160, -4.802787, -0.479488], [-1.830860, -4.626987, 1.189712], [-4.962260, 0.152613, 0.147512], [-6.165560, -0.795187, 0.151512], [-5.098660, 1.149313, -1.015988], [-4.960860, 0.923913, 1.476312], [1.742340, 1.652413, -0.012088], [2.462940, 0.577413, 0.088612], [2.264840, 2.974013, -0.014388], [1.366440, 4.021613, -0.076188], [3.764940, 3.187113, 0.032312], [4.154040, 4.666313, -0.031888], [4.385540, 2.484813, -1.184388], [4.295440, 2.591313, 1.344012], [-2.542960, 5.859513, -1.426088], [-2.581260, 4.107313, -1.391588], [-1.346860, 4.940413, -2.339088], [-1.012060, 7.166413, -0.185588], [0.340140, 6.485513, -1.078088], [0.341740, 6.488013, 0.698012], [-2.548360, 5.728613, 1.113812], [-1.220460, 4.938613, 1.967912], [-2.409060, 3.973713, 1.095112], [-1.557460, 2.429013, -0.542388], [-2.520560, 1.195613, 0.348812], [-4.453260, -2.516487, -0.271888], [-1.567960, -4.281587, -2.244088], [-1.364760, -5.775887, -1.323888], [-0.283460, -4.412687, -1.033988], [-4.016860, -4.549887, -1.474588], [-4.401460, -4.491887, 0.252712], [-3.575460, -5.884787, -0.414888], [-0.866960, -4.193087, 1.442112], [-1.736160, -5.711987, 1.205912], [-2.558560, -4.327487, 1.943112], [-6.284060, -1.297587, -0.806388], [-7.072660, -0.227087, 0.342812], [-6.069960, -1.536887, 0.942912], [-5.116060, 0.627213, -1.970888], [-4.270360, 1.852713, -1.023588], [-6.020660, 1.716513, -0.915388], [-4.841860, 0.235913, 2.309612], [-5.901160, 1.453113, 1.594712], [-4.162160, 1.657713, 1.517912], [1.754740, 5.023313, -0.041388], [3.802140, 5.123213, -0.952988], [5.236740, 4.749713, -0.008788], [3.760140, 5.220513, 0.816012], [4.079240, 2.987513, -2.097788], [4.077240, 1.447513, -1.240288], [5.468640, 2.510813, -1.121688], [4.080540, 3.258213, 2.175912], [5.368740, 2.434013, 1.282012], [3.827940, 1.634213, 1.553112], [5.084740, -0.643687, 0.649212], [5.197940, -2.425387, 0.041412], [6.436040, -2.882387, -0.353988], [6.618840, -4.233887, -0.647388], [5.576940, -5.106087, -0.459688], [4.315540, -4.661087, -0.018088], [3.299440, -5.587087, 0.287112], [2.142740, -5.176287, 0.895012], [1.933840, -3.811987, 1.114412], [2.767340, -2.836187, 0.573212], [4.072340, -3.261587, 0.174312], [7.268640, -2.195987, -0.389788], [7.589040, -4.584887, -0.965588], [5.703340, -6.162887, -0.634588], [3.489140, -6.636687, 0.127712], [1.410540, -5.897687, 1.222612], [1.071840, -3.522187, 1.701212]], "forces_ev_per_angstrom": [[0.284, -0.406, 0.221], [0.192, -0.034, 0.091], [-0.084, 0.178, 0.010], [-0.090, -0.196, -0.001], [0.149, 0.024, -0.099], [-0.271, -0.364, -0.053], [-0.151, -0.172, -0.020], [0.166, 0.323, 0.045], [0.398, -0.153, -0.004], [-0.509, -0.480, 0.105], [0.064, 0.163, -0.020], [0.316, 0.227, 0.085], [0.367, -0.414, -0.034], [-0.202, -0.220, -0.062], [-0.482, 0.967, 0.101], [0.134, -0.474, -0.062], [0.081, -0.243, -0.054], [0.006, 0.081, 0.086], [0.250, 0.145, 0.067], [-0.083, 0.084, -0.141], [-0.168, 0.110, 0.033], [0.235, 0.125, -0.012], [-0.029, -0.186, 0.105], [0.030, -0.149, -0.130], [-0.924, 0.338, -0.116], [0.421, -0.166, 0.093], [0.154, 0.284, -0.004], [0.563, -0.247, 0.056], [0.168, 0.056, 0.026], [-0.128, -0.282, 0.041], [-0.135, -0.031, 0.064], [-0.089, -0.044, -0.036], [-0.100, 0.095, -0.018], [-0.101, -0.148, -0.043], [0.034, 0.006, -0.167], [-0.085, 0.080, -0.001], [0.124, 0.085, -0.078], [0.106, 0.048, 0.066], [-0.102, 0.114, 0.038], [0.051, 0.011, 0.117], [-0.081, -0.126, 0.006], [-0.017, -0.018, 0.070], [0.001, 0.065, -0.101], [-0.163, -0.169, -0.002], [0.030, -0.031, -0.131], [-0.052, -0.099, -0.017], [-0.065, -0.070, -0.092], [-0.116, 0.039, -0.145], [-0.141, -0.010, 0.096], [0.026, -0.086, -0.025], [0.042, 0.011, 0.054], [-0.005, -0.078, 0.042], [0.001, -0.019, 0.093], [-0.019, -0.112, -0.060], [-0.070, 0.064, -0.021], [-0.052, -0.104, 0.027], [0.007, -0.008, -0.099], [0.101, 0.117, -0.040], [-0.126, 0.044, 0.010], [0.011, -0.029, 0.156], [-0.158, 0.067, 0.024], [0.100, 0.121, 0.057], [0.083, 0.078, 0.004], [-0.022, 0.122, -0.120], [0.142, 0.002, 0.006], [-0.040, 0.117, 0.106], [-0.022, 0.058, -0.165], [0.078, -0.102, -0.086], [0.197, 0.065, 0.008], [0.020, 0.055, 0.106], [0.191, 0.099, 0.048], [0.058, -0.042, 0.122], [0.207, -0.166, -0.141], [-0.170, 0.262, 0.203], [-0.064, -0.121, -0.002], [-0.052, 0.117, 0.077], [-0.255, -0.072, -0.038], [0.312, 0.643, -0.208], [-0.050, -0.140, 0.065], [-0.126, 0.284, 0.166], [-0.307, -0.888, 0.455], [-0.848, 1.517, -0.378], [0.793, -0.325, -0.139], [0.014, 0.042, -0.052], [0.023, -0.049, -0.030], [0.075, -0.145, -0.030], [0.029, -0.161, -0.057], [-0.088, -0.034, 0.056], [0.009, 0.077, -0.170]]}